ORCA calculation (wB97M-V/def2-TZVPD) on the molecule C5H7N.

Each line ends with the Mulliken charge.
Geometry (Å):
1 C 1.41 0.56 -0.13  -1.345
2 C 0.22 -0.39 -0.20  0.500
3 C -0.72 -0.31 1.09  -0.559
4 C -0.83 -0.12 -1.33  -0.685
5 C -1.74 0.43 -0.53  0.322
6 N -1.80 0.67 0.69  -0.520
7 H 1.99 0.51 -1.06  0.364
8 H 2.08 0.28 0.70  0.347
9 H 1.09 1.59 0.03  0.310
10 H 0.58 -1.41 -0.36  0.336
11 H -0.21 0.14 1.96  0.324
12 H -1.12 -1.29 1.38  0.281
13 H -0.96 -0.66 -2.25  0.326

Results
E_tot (eV): -6784.3890
2S+1: 1
SMILES string: C[C@@H]1C=C=NC1